w) An isolated molecule of C4H7N3O2. Source: the OMol25 dataset; level of theory: ωB97M-V with the def2-TZVPD basis set.

Each line ends with the Löwdin charge.
Geometry (Å):
C1 -0.06 -0.78 0.08  -0.3458
H1 0.29 2.00 1.17  0.1159
N1 -2.23 0.32 -0.37  -0.0205
N2 0.45 -1.94 0.00  0.1633
H2 -3.26 0.16 -0.10  0.0938
N3 0.80 1.70 0.25  -0.0056
C2 0.86 0.28 0.29  -0.2218
H3 0.36 2.36 -0.59  0.1546
C3 2.11 -0.41 -0.01  -0.3913
H4 -1.85 -1.79 -0.19  0.1197
O1 2.00 -1.75 0.02  0.0572
C4 -1.50 -0.85 0.28  -0.1981
H5 -2.39 0.09 -1.34  0.0425
H6 3.07 1.13 -0.57  0.1355
O2 3.15 0.24 -0.22  0.1901
H7 -1.81 -0.76 1.30  0.1104

Computed properties:
E_HOMO in eV: -8.3
SMILES: NCc1noc(O)c1N

---

x) An isolated molecule of C4H7N3O2. Source: the OMol25 dataset; level of theory: ωB97M-V with the def2-TZVPD basis set.

Each line ends with the Löwdin charge.
Geometry (Å):
N1 -0.43 1.80 0.04  0.0529
H1 -2.15 -1.02 0.48  0.0981
H2 -0.25 -2.43 0.57  0.0476
C1 0.43 -1.70 0.81  -0.0047
C2 -1.71 1.13 0.00  -0.1219
H3 1.48 0.82 0.90  0.1739
H4 -0.24 2.23 -0.86  0.0828
O1 0.92 0.89 -2.18  0.0744
C3 0.65 0.63 0.14  -0.2030
N2 -0.13 -0.49 0.15  -0.1582
O2 2.43 -0.25 -1.15  0.0726
C4 -1.53 -0.21 0.21  -0.0582
N3 1.45 0.44 -1.19  -0.3618
H5 -2.69 1.64 -0.18  0.1201
H6 1.34 -2.00 0.34  0.0700
H7 0.45 -1.47 1.91  0.1155

Computed properties:
E_HOMO in eV: -7.9
SMILES: CN1C=CN[C@@H]1[N+](=O)[O-]

---

According to the calculations, the structures order from most to least stable as w), x).

---

w) The ion C3H7NOPS with charge -1. Source: the OMol25 dataset; level of theory: ωB97M-V with the def2-TZVPD basis set.

Each line ends with the Löwdin charge.
Geometry (Å):
O1 -2.54 1.35 0.26  -0.1473
H1 0.57 2.69 -0.29  -0.0677
S1 -2.33 -1.23 -0.24  0.4438
H2 1.68 -0.96 -1.11  -0.0045
H3 0.54 -0.21 -2.22  -0.0199
H4 -0.10 -1.54 -1.47  0.0238
C1 0.72 -0.71 -1.36  -0.2480
C2 -1.89 0.35 0.02  -1.1147
N1 1.02 1.79 -0.45  -0.2896
H5 0.07 -1.33 1.57  -0.0070
H6 0.16 0.25 2.22  -0.0104
C3 0.46 -0.38 1.50  -0.2213
P1 0.16 0.50 -0.11  0.6451
H7 1.48 -0.57 1.68  0.0177

Computed properties:
E_HOMO in eV: -3.6
SMILES: CP(C)(=N)C([O-])=S
Net charge: -1

---

x) The ion C3H7NOPS with charge -1. Source: the OMol25 dataset; level of theory: ωB97M-V with the def2-TZVPD basis set.

Each line ends with the Löwdin charge.
Geometry (Å):
C1 -0.42 1.44 -1.72  -1.1599
C2 0.76 -1.56 -0.48  -0.2827
H1 0.88 -0.01 2.70  0.0157
H2 0.19 -2.27 0.14  0.0250
P1 0.74 0.21 0.19  0.8113
O1 0.69 1.04 -2.20  -0.2248
H3 0.33 -1.40 -1.42  -0.0207
H4 -0.62 -0.91 2.03  0.0203
H5 -1.39 1.25 0.18  0.0542
S1 -1.62 2.44 -2.42  0.3256
N1 -0.70 0.84 -0.44  -0.2597
C3 0.03 0.01 1.95  -0.3383
H6 1.74 -1.95 -0.79  0.0189
H7 -0.61 0.87 2.29  0.0153

Computed properties:
E_HOMO in eV: -3.5
SMILES: CP(C)NC([O-])=S
Net charge: -1

---

According to the calculations, the structures order from most to least stable as x), w).